Arrangement 1

The following is a quantum chemistry calculation of C20H25NO3 as an isolated structure, from the OMol25 dataset.

```
! RIJCOSX wB97M-V def2-TZVPD def2/J DEFGRID3
* xyz 0 1
C -0.73 -5.41 3.43
H -0.80 -6.18 4.03
H -0.29 -4.50 3.96
H -1.59 -5.10 3.04
C 0.49 -5.61 2.53
C 0.52 -4.52 1.59
C 1.33 -3.59 1.98
C 1.79 -2.37 1.11
C 0.98 -2.20 -0.03
C -0.06 -3.07 -0.36
C -0.18 -4.38 0.20
H -0.80 -5.11 0.03
H -0.60 -2.90 -1.09
O 1.09 -1.01 -0.80
C 0.43 -0.67 -1.78
H -0.88 -0.74 -1.50
H 0.37 -1.36 -2.48
C 0.63 0.65 -2.32
N 0.43 0.81 -3.91
H -0.71 0.38 -3.94
C 0.61 2.03 -4.30
C -0.58 2.89 -3.78
C -0.45 2.90 -2.32
C -0.02 1.74 -1.62
C 0.44 1.79 -0.31
C -0.34 2.89 0.56
C -0.94 4.00 0.14
C -0.87 3.96 -1.58
H -1.47 4.76 -1.84
O -1.56 5.07 0.57
C -1.36 5.21 1.85
H -1.77 6.20 2.17
H -2.00 4.47 2.44
H -0.39 5.27 2.45
O -0.33 2.76 2.05
C 0.29 1.65 2.40
H -0.04 0.79 2.37
H -0.05 1.82 3.62
H 1.35 1.57 2.30
H 0.57 0.78 0.18
H -1.66 2.90 -4.02
H -0.43 3.88 -4.07
H 1.52 2.29 -4.08
H 0.32 1.99 -5.27
H 1.91 0.64 -2.33
H 2.37 -1.45 1.39
H 2.05 -3.56 2.80
H -0.05 -6.38 1.82
H 1.44 -5.98 2.72
*
```

LUMO   0.3 eV
HOMO-LUMO gap   8.333 eV

Atomic partial charges in e from the Mulliken method, atoms 1 to 2: number 1, C, carries -1.233; number 2, H, carries 0.432


Arrangement 2

The following is a quantum chemistry calculation of one molecule with the formula C20H25NO3, from the OMol25 dataset.

```
! RIJCOSX wB97M-V def2-TZVPD def2/J DEFGRID3
* xyz 0 1
C 5.00 2.91 0.34
O 5.36 1.55 0.31
C 4.42 0.58 0.11
C 4.85 -0.70 0.42
C 4.04 -1.81 0.26
C 2.75 -1.65 -0.22
C 1.84 -2.84 -0.37
C 0.87 -2.96 0.83
N -0.09 -1.90 0.83
C -1.21 -1.92 0.22
C -1.74 -3.08 -0.58
C -2.04 -0.72 0.29
C -3.34 -0.69 -0.24
C -4.14 0.44 -0.21
C -5.52 0.40 -0.79
C -3.64 1.61 0.38
C -4.47 2.85 0.43
C -2.37 1.60 0.92
C -1.56 0.46 0.90
O -0.35 0.56 1.45
C 2.31 -0.37 -0.54
C 3.11 0.75 -0.38
O 2.70 2.01 -0.72
C 1.33 2.23 -0.98
H 4.70 3.28 -0.64
H 4.20 3.10 1.06
H 5.90 3.44 0.66
H 5.86 -0.81 0.79
H 4.41 -2.79 0.52
H 1.25 -2.75 -1.28
H 2.43 -3.75 -0.43
H 1.45 -2.85 1.76
H 0.42 -3.96 0.83
H -1.01 -3.88 -0.67
H -2.00 -2.75 -1.59
H -2.64 -3.48 -0.11
H -3.74 -1.58 -0.70
H -5.62 1.14 -1.59
H -6.26 0.63 -0.03
H -5.74 -0.58 -1.21
H -5.40 2.67 0.98
H -4.75 3.17 -0.58
H -3.93 3.66 0.92
H -1.96 2.49 1.38
H 0.07 -0.35 1.37
H 1.31 -0.26 -0.92
H 1.23 3.30 -1.09
H 1.02 1.74 -1.91
H 0.71 1.88 -0.16
*
```

Structure (SMILES)   COc1ccc(CC/N=C(\C)c2cc(C)c(C)cc2O)cc1OC
LUMO   0.6 eV
HOMO-LUMO gap   8.378 eV

Atomic partial charges in e from the Mulliken method, atoms 1 to 2: number 1, C, carries -0.692; number 2, O, carries -0.492


Stability order, top to bottom: arrangement 2, arrangement 1